ORCA calculation (wB97M-V/def2-TZVPD) on a cluster of 2 separate species, C5H4NOS2 in total at a distorted geometry.

CARTESIAN COORDINATES (ANGSTROEM)
C1 -0.031 0.970 -0.160
C2 -0.738 -0.229 -0.501
C3 1.198 1.399 -0.285
C4 2.637 -1.041 0.691
C5 -2.138 -0.397 0.063
N1 2.742 -0.228 -0.161
O1 2.658 -1.919 1.485
S1 2.237 2.520 -0.640
S2 -0.104 -1.371 -1.596
H1 -0.644 1.643 0.390
H2 -2.342 -0.863 1.085
H3 -2.799 -1.124 -0.463
H4 -2.677 0.639 0.092

Results
HOMO (eV): -4.35
Energy (hartree): -1119.26686
F_max (eV/A): 3.131
Total charge: -1
Frontier orbital gap (eV): 7.20